[1]
Density functional theory data (ωB97M-V with the def2-TZVPD basis set) for a molecular structure, C42H31GeMgN5O3SSe.

Geometry as XYZ:
```
85
Properties=species:S:1:pos:R:3:forces:R:3:mulliken_charge:R:1
Mg -0.7315 -1.2575 -1.5582 1.135 1.987 0.189 1.596
C -1.0143 2.0805 -4.3303 0.859 -0.699 -0.730 -0.979
C -1.6323 3.1251 -3.6234 -0.896 0.471 1.676 -0.909
C -1.8628 2.9313 -2.2481 0.697 -0.528 -1.272 -1.027
C -1.4547 1.7387 -1.6316 -0.741 0.547 -1.078 0.113
N -0.9166 0.7049 -2.3762 0.480 -1.180 -0.679 0.565
C -0.7040 0.9106 -3.7042 -0.087 0.438 0.999 -0.506
C -1.7836 1.4461 -0.2957 -0.089 0.076 0.968 0.764
C -2.9028 1.8818 0.3870 0.812 -0.524 0.229 -0.675
C -3.1971 1.3459 1.6457 0.880 -0.752 1.661 -1.533
C -2.4616 0.2106 2.0826 -1.456 1.819 1.024 -0.920
C -1.4190 -0.2860 1.3539 1.983 -1.485 -0.242 0.177
N -0.8461 0.5467 0.3595 -1.401 -0.398 -0.073 2.417
C -1.0185 -1.7161 1.4289 -1.751 2.406 -1.814 0.561
C -1.2724 -2.4609 2.5712 0.538 -1.974 1.513 -0.444
C -1.2700 -3.8616 2.4522 0.731 0.973 0.319 -0.723
C -1.0380 -4.4120 1.1905 -0.397 -0.939 -0.030 -1.165
C -0.8006 -3.6318 0.0957 0.158 1.751 1.689 -0.255
N -0.7874 -2.3033 0.2063 0.412 -0.237 0.690 0.698
H -0.5877 2.2313 -5.3101 -0.356 0.030 -0.396 0.390
H -2.0002 3.9852 -4.1652 0.101 0.276 0.191 0.349
H -2.2888 3.6470 -1.5783 -0.340 0.623 -0.029 0.467
H -0.2469 0.0935 -4.2419 0.178 -0.132 -0.078 0.357
H -3.6787 2.4806 -0.0497 0.167 0.385 -0.556 0.415
H -3.9208 1.8235 2.3261 0.113 -0.507 -0.559 0.285
H -2.7220 -0.2373 3.0405 -0.192 -0.205 -0.325 0.261
H -1.3548 -1.9840 3.5742 -0.044 -0.306 -1.057 0.375
H -1.2753 -4.5272 3.3356 -0.427 0.534 -0.530 0.302
H -1.1114 -5.4535 0.9773 0.094 -0.786 0.371 0.413
H -0.5955 -4.0160 -0.8602 0.148 -0.650 -1.072 0.594
O -4.5235 0.3737 -1.4306 1.984 -3.607 -2.445 -0.665
C -3.9989 -0.5950 -2.0901 -1.237 2.386 3.587 0.109
N -3.0581 -1.5305 -1.6045 -1.179 0.784 -0.486 -0.397
S -2.7319 -2.6574 -2.6982 0.590 -0.062 1.663 1.067
O -1.3397 -2.3468 -3.1624 -1.060 -1.002 0.002 -0.745
O -2.8994 -4.0343 -2.2201 -0.147 1.587 -1.115 -0.715
C -3.8553 -2.0906 -3.9011 -0.070 0.189 -2.320 0.313
C -3.8552 -2.5043 -5.2556 -0.293 0.661 0.806 -0.740
C -4.6246 -1.6938 -6.0975 -1.094 -0.231 -0.128 -0.423
C -5.4079 -0.5929 -5.6341 1.149 -1.086 -0.350 -0.528
C -5.2110 -0.1124 -4.3330 -0.682 -0.057 -0.745 -0.485
C -4.4506 -0.8933 -3.4667 0.802 -0.923 -0.838 0.474
H -3.2655 -3.3833 -5.5986 -0.572 0.870 0.256 0.373
H -4.7488 -1.9510 -7.1551 0.205 -0.037 0.363 0.321
H -6.1155 -0.1868 -6.3803 0.627 0.282 0.742 0.339
H -5.6467 0.8591 -4.0821 0.206 -0.533 0.471 0.439
C 0.5045 0.8763 0.3306 1.304 -0.328 1.590 -2.231
Ge 2.0661 0.6396 1.5253 -2.183 1.657 -0.176 1.534
C 3.2162 -0.8860 1.4968 0.322 -0.120 -0.059 0.513
C 3.0814 -1.9139 2.4069 -0.103 -1.080 0.390 -0.375
C 3.8365 -3.0978 2.3354 -0.906 0.305 0.799 -0.870
C 4.7948 -3.1811 1.3393 0.358 -0.749 0.752 -0.355
C 4.9930 -2.1268 0.4753 0.171 -0.357 0.091 -1.161
C 4.1699 -1.0062 0.5160 0.792 -0.719 0.196 -1.104
C 3.0905 2.2623 1.0481 1.698 -0.035 -0.167 0.103
C 2.5962 3.3762 0.3812 -1.558 -1.071 0.169 -0.210
C 3.3332 4.4960 0.1432 -0.337 1.472 -1.057 -0.764
C 4.5686 4.5818 0.6938 1.663 0.882 0.315 -0.112
C 5.1296 3.5699 1.4555 -0.764 -1.456 -0.523 -0.962
C 4.4193 2.3466 1.5073 -0.236 0.525 0.839 -0.241
C 1.6815 1.1126 3.4516 0.119 0.499 -0.691 0.341
C 0.6315 2.0405 3.6042 -0.722 -0.931 1.406 -0.531
C 0.0056 2.1184 4.8634 0.902 0.779 -0.638 -0.648
C 0.5995 1.5119 5.9775 -1.520 0.000 1.153 -0.421
C 1.7484 0.7759 5.8900 1.072 0.385 -1.956 -0.744
C 2.3218 0.6315 4.5895 -1.000 -0.616 1.019 -0.240
H 0.8747 1.1590 -0.6207 0.184 0.263 -0.988 0.623
H 2.3019 -1.7971 3.1351 -0.235 -0.259 0.495 0.406
H 3.6382 -3.9244 3.0690 0.282 0.843 -0.881 0.289
H 5.3960 -4.0953 1.2651 -0.129 0.398 -0.104 0.333
H 5.7376 -2.2868 -0.2877 0.012 0.435 -0.008 0.554
H 4.2513 -0.2961 -0.2667 0.183 0.742 -0.441 1.211
H 1.5576 3.3116 0.1334 -0.575 0.115 -0.581 0.356
H 3.0462 5.3940 -0.4739 -0.343 -1.307 0.691 0.282
H 5.0836 5.5071 0.4619 0.467 -0.019 0.415 0.311
H 6.0887 3.6649 1.9328 0.280 0.071 -0.004 0.380
H 4.7941 1.4693 2.0537 0.251 0.494 -0.229 0.254
H 0.2074 2.5941 2.7688 0.041 -0.388 -0.081 0.341
H -0.8822 2.7462 4.9579 0.170 -0.262 0.148 0.391
H 0.0910 1.5424 6.9627 0.236 0.226 -0.672 0.257
H 2.2378 0.3441 6.7513 -0.065 -0.046 0.080 0.412
H 3.1832 -0.0090 4.5134 0.274 -0.168 -0.243 0.435
Se 4.2652 -2.0117 -2.4178 0.179 -0.243 -1.461 -0.314
C 2.5481 -1.6875 -2.0966 -2.878 0.623 0.774 0.157
N 1.4193 -1.4489 -1.8167 2.057 -0.793 -0.824 -0.898
```
Positions in Å, forces in eV/Å.

E_LUMO (alpha / beta) = 4.024 / 4.032 eV
energy relative to the best compared isomer or geometry (same formula, charge and spin) = 21.3 kcal per mole
Kohn-Sham gap (alpha / beta) = 0.1382 / 0.1055 hartree
total charge = -2



[2]
Density functional theory data (ωB97M-V with the def2-TZVPD basis set) for a molecular structure, C42H31N3O5P2SSe2Ti.

Geometry as XYZ:
```
87
Properties=species:S:1:pos:R:3:forces:R:3:mulliken_charge:R:1
Ti -0.0991 0.3101 0.0295 0.579 -0.228 0.683 1.158
O 1.9120 -0.2638 0.3900 0.327 0.527 0.216 -0.517
S 2.3277 1.1629 0.6586 -0.106 -0.308 -0.142 0.965
O 2.8950 1.4149 1.9368 0.095 0.045 0.046 -0.637
O 1.1026 1.9637 0.2978 0.384 -0.169 0.539 -0.373
C 3.4581 1.6166 -0.5957 0.086 0.146 -0.377 0.563
C 4.6566 2.2035 -0.2230 -0.060 -0.061 -0.146 -0.548
C 5.4920 2.6966 -1.2158 0.055 0.028 -0.006 -0.718
C 5.1079 2.6252 -2.5453 -0.013 0.008 -0.008 -0.718
C 3.9031 2.0300 -2.9043 0.063 0.039 -0.053 -0.577
C 3.0618 1.5021 -1.9387 0.037 -0.147 0.301 -0.605
P 1.5484 0.5457 -2.3916 0.133 0.268 -0.114 2.365
C 0.9532 1.4233 -3.8765 -0.120 0.036 0.018 -0.007
C 0.1869 2.5605 -3.6067 -0.041 0.011 -0.015 -0.726
C -0.3929 3.2861 -4.6348 0.029 -0.012 0.005 -0.609
C -0.2347 2.8708 -5.9507 0.015 -0.003 0.011 -0.597
C 0.5310 1.7495 -6.2318 0.007 0.002 0.068 -0.833
C 1.1312 1.0344 -5.2018 0.081 0.055 -0.045 0.122
C 2.3312 -1.0014 -2.9633 -0.092 -0.090 0.085 0.488
C 1.7016 -1.8059 -3.9104 -0.105 -0.023 -0.041 -0.340
C 2.2363 -3.0350 -4.2691 0.025 0.051 0.031 -1.052
C 3.4020 -3.4858 -3.6689 0.016 0.012 0.029 -0.790
C 4.0237 -2.7059 -2.7018 -0.053 0.000 -0.042 -0.792
C 3.4908 -1.4755 -2.3473 0.041 -0.015 -0.027 -1.117
H 4.9139 2.2731 0.8248 -0.014 0.012 -0.003 0.594
H 6.4369 3.1505 -0.9475 -0.014 0.005 0.001 0.401
H 5.7518 3.0337 -3.3136 -0.010 -0.017 0.002 0.430
H 3.6166 1.9786 -3.9481 0.019 -0.030 0.010 0.474
H 0.0416 2.8809 -2.5791 -0.014 -0.024 0.012 0.187
H -0.9803 4.1668 -4.4066 -0.001 -0.019 -0.001 0.447
H -0.7078 3.4195 -6.7548 -0.002 -0.007 0.008 0.394
H 0.6587 1.4214 -7.2551 0.011 0.005 0.007 0.446
H 1.7425 0.1771 -5.4458 -0.006 -0.021 0.015 0.580
H 0.7720 -1.4884 -4.3669 0.012 -0.009 0.025 0.713
H 1.7316 -3.6388 -5.0128 0.005 0.003 0.008 0.487
H 3.8206 -4.4448 -3.9459 0.005 0.008 0.000 0.399
H 4.9289 -3.0531 -2.2205 -0.014 -0.008 0.004 0.458
H 3.9855 -0.8934 -1.5808 -0.009 0.030 -0.025 0.377
Se -3.4297 -1.3232 1.2614 -0.101 -0.012 -0.133 -0.395
P -2.0332 -1.0917 2.8193 -0.069 -0.025 -0.166 0.850
Se -0.5574 0.5195 2.5296 -0.040 0.104 0.064 -0.598
C -1.0707 -2.6036 3.1025 0.153 -0.131 0.194 0.258
C -1.5661 -3.5736 3.9721 -0.008 -0.050 -0.036 -0.431
C -0.8352 -4.7259 4.2255 0.007 0.047 -0.038 -0.678
C 0.3933 -4.9210 3.6084 -0.029 0.022 -0.017 -0.490
C 0.8812 -3.9683 2.7241 -0.070 0.016 0.009 -0.819
C 0.1525 -2.8136 2.4740 0.040 -0.045 -0.037 0.126
C -2.7736 -0.7299 4.4376 0.041 0.073 0.147 0.437
C -1.9459 -0.4442 5.5263 0.017 -0.048 -0.030 -0.457
C -2.4962 -0.1488 6.7608 -0.073 -0.017 -0.027 -0.693
C -3.8794 -0.1340 6.9170 0.028 0.013 -0.011 -0.419
C -4.7032 -0.4241 5.8417 0.036 -0.022 -0.078 -0.603
C -4.1512 -0.7216 4.5983 -0.050 0.007 0.062 -0.360
H -2.5269 -3.4311 4.4519 0.027 0.027 0.032 0.426
H -1.2213 -5.4659 4.9150 -0.006 0.004 -0.020 0.397
H 0.9713 -5.8118 3.8201 -0.012 0.007 -0.011 0.376
H 1.8399 -4.1113 2.2421 -0.004 -0.003 -0.010 0.463
H 0.5582 -2.0645 1.8029 0.023 0.011 0.092 0.181
H -0.8691 -0.4487 5.4048 0.003 -0.001 -0.020 0.362
H -1.8509 0.0725 7.6012 -0.004 0.008 -0.016 0.399
H -4.3110 0.1128 7.8789 0.002 -0.030 0.000 0.377
H -5.7789 -0.4172 5.9637 0.013 0.006 -0.009 0.396
H -4.7833 -0.9443 3.7472 0.000 0.017 -0.002 0.266
O -3.8196 0.0720 -6.3096 -0.025 0.090 -0.030 -0.734
N -3.0723 -0.6147 -5.6217 0.005 -0.168 -0.125 1.108
O -2.5305 -1.6367 -6.0444 -0.021 0.055 0.006 -0.703
C -2.8020 -0.2006 -4.2821 0.097 0.046 0.199 -0.705
C -3.3045 1.0349 -3.9007 -0.030 -0.246 -0.220 -0.575
C -2.9938 1.5629 -2.6577 0.023 0.421 0.251 1.259
C -3.5023 2.8011 -2.1618 -0.046 -0.343 -0.500 -0.779
C -3.1245 3.2617 -0.9476 0.294 0.044 0.614 -1.117
C -2.1974 2.5077 -0.1713 -0.337 0.411 -0.144 -0.325
N -1.7150 1.3753 -0.5960 -0.536 0.022 -0.710 0.702
C -2.0978 0.8681 -1.8141 -0.060 -0.508 -0.170 -0.794
C -1.6380 -0.4402 -2.1604 -0.449 0.275 0.289 -0.116
N -0.8747 -1.0949 -1.2347 -0.050 -0.164 -0.300 0.939
C -0.5527 -2.3909 -1.4405 -0.048 0.001 0.110 -0.511
C -0.9750 -3.0625 -2.5517 0.023 -0.080 0.044 -1.082
C -1.6989 -2.3951 -3.5424 -0.145 0.197 -0.135 -0.796
C -2.0383 -1.0415 -3.3768 -0.034 -0.128 -0.192 0.747
H -3.9317 1.5747 -4.5950 0.014 -0.003 0.015 0.558
H -4.2067 3.3577 -2.7703 0.037 -0.021 -0.007 0.509
H -3.5098 4.1893 -0.5486 0.008 -0.015 0.002 0.454
H -1.8604 2.8386 0.8035 -0.019 0.036 -0.012 0.543
H 0.0359 -2.8651 -0.6659 0.028 0.008 -0.008 0.515
H -0.7172 -4.1057 -2.6704 -0.026 0.008 -0.010 0.475
H -2.0086 -2.9125 -4.4328 0.023 -0.022 0.013 0.568
```
Positions in Å, forces in eV/Å.

E_LUMO (alpha / beta) = -1.071 / -0.760 eV
2S+1 = 3
energy relative to the best compared isomer or geometry (same formula, charge and spin) = 0.0 kcal per mole
Kohn-Sham gap (alpha / beta) = 0.1665 / 0.2545 hartree
⟨S²⟩ = 2.029



For each record above, in turn, the calculated total energy values are -7195.202749, -8892.880546 Ha.